Record 1
C35H36AuClIN4O2 | the ωB97M-V functional and the def2-TZVPD basis

Each line ends with the Löwdin spin population.
CARTESIAN COORDINATES (ANGSTROEM)
Au (11.5558, 13.4349, 6.8938)  0.50
C (12.5300, 19.1565, 9.1264)  0.00
C (13.2095, 19.4913, 7.8226)  0.00
C (14.1408, 20.5278, 7.7738)  0.00
C (14.6797, 20.8817, 6.5031)  0.00
C (14.2166, 20.2273, 5.3706)  0.00
C (13.2793, 19.2071, 5.3808)  0.00
C (12.8084, 18.8180, 6.6391)  0.00
N (11.8433, 17.7988, 6.8243)  0.00
C (12.1282, 16.4972, 6.8359)  0.01
N (13.4048, 16.1744, 6.7466)  0.00
C (14.1713, 14.9606, 6.6431)  0.02
C (13.5783, 13.6836, 6.6652)  0.15
C (14.4492, 12.6032, 6.5106)  0.03
C (15.8398, 12.7423, 6.3828)  0.01
C (16.4000, 14.0066, 6.4416)  0.00
C (15.5897, 15.1237, 6.6008)  0.01
C (16.2117, 16.5363, 6.6313)  0.00
N (11.2022, 15.5779, 6.9566)  0.13
C (9.8599, 16.0484, 7.0084)  0.01
C (9.2130, 16.2537, 8.1892)  0.01
C (7.9341, 16.8209, 8.2204)  0.00
C (7.2394, 17.0227, 7.0645)  0.01
C (7.8807, 16.8001, 5.8678)  0.00
C (9.1709, 16.2899, 5.8241)  0.01
C (9.9004, 16.0257, 4.4939)  0.00
H (12.8893, 19.7297, 9.9748)  0.00
H (12.7050, 18.1089, 9.3693)  0.00
H (11.4591, 19.2889, 9.0443)  0.00
H (14.4122, 21.0540, 8.7095)  0.00
H (15.3287, 21.7230, 6.4562)  0.00
H (14.6663, 20.5370, 4.4348)  0.00
H (12.8842, 18.7384, 4.4922)  0.00
H (10.8864, 18.0210, 6.8975)  0.00
H (13.9492, 17.0295, 6.6238)  0.00
H (14.0790, 11.5541, 6.5392)  0.01
H (16.4621, 11.8782, 6.2629)  0.00
H (17.4618, 14.1237, 6.4796)  0.00
H (17.2850, 16.5087, 6.5350)  0.00
H (15.9221, 17.0321, 7.5366)  0.00
H (15.8169, 17.1121, 5.8211)  0.00
H (9.7954, 16.2068, 9.1437)  0.00
H (7.4986, 17.1058, 9.1929)  0.00
H (6.2197, 17.4537, 7.1025)  0.00
H (7.3213, 16.9645, 4.9624)  0.00
H (9.3080, 16.2640, 3.6511)  0.00
H (10.1864, 14.9464, 4.4552)  0.00
H (10.7883, 16.6406, 4.3215)  0.00
Cl (6.7951, 7.9295, 7.0407)  0.08
C (7.5569, 9.4447, 6.8261)  0.21
C (6.7740, 10.5267, 6.5934)  -0.01
C (7.2809, 11.8266, 6.5389)  0.22
I (6.0337, 13.5061, 6.3136)  0.06
C (8.6954, 12.0301, 6.7354)  0.09
O (9.2189, 13.1497, 6.7155)  0.25
C (9.5250, 10.8496, 6.9642)  0.07
N (10.8448, 11.1164, 7.1412)  0.06
C (11.5932, 10.1170, 7.4974)  0.03
C (11.1159, 8.8003, 7.5975)  -0.01
C (9.7993, 8.5004, 7.3529)  0.03
C (8.9412, 9.5632, 7.0193)  0.01
H (5.6920, 10.2916, 6.5092)  0.00
H (12.6462, 10.3425, 7.6150)  0.00
H (11.7722, 7.9679, 7.9274)  0.00
H (9.4043, 7.4600, 7.3649)  0.00
C (12.7776, 14.5508, 10.1289)  0.00
C (12.9070, 13.0427, 9.8943)  0.00
O (11.6781, 12.4737, 9.4369)  0.00
C (10.7122, 12.1634, 10.4269)  0.00
C (9.4250, 12.9220, 10.1707)  0.00
H (13.7543, 15.0446, 9.9690)  0.00
H (12.3844, 14.8330, 11.1174)  0.00
H (12.1393, 15.0131, 9.3708)  0.00
H (13.2124, 12.5568, 10.8865)  0.00
H (13.6360, 12.9183, 9.1034)  0.00
H (11.1043, 12.5246, 11.3682)  0.00
H (10.6607, 11.0786, 10.5184)  0.00
H (9.6299, 14.0093, 10.1814)  0.00
H (8.6991, 12.7712, 10.9974)  0.00
H (8.9856, 12.6311, 9.2281)  0.00

lowest unoccupied orbital energy (spin up / spin down) = -3.16 / -5.30 eV
total charge = +1
multiplicity = 3
expectation value of S² = 2.039
frontier orbital gap (spin up / spin down) = 6.749 / 5.251 eV

***

Record 2
C4H13O3S2 | the ωB97M-V functional and the def2-TZVPD basis

Each line ends with the Mulliken charge.
CARTESIAN COORDINATES (ANGSTROEM)
O (0.0432, -1.2501, 0.1487)  -0.92
H (0.2959, -0.4702, -0.0481)  0.02
C (-2.0340, 1.0223, -2.3089)  -0.92
S (-1.5343, -0.6610, -2.3892)  0.63
O (-2.6192, -1.4812, -3.0376)  -0.70
C (-0.2661, -0.4960, -3.5840)  -0.92
H (-2.4379, 1.1268, -3.3402)  0.31
H (-1.3764, 1.9966, -2.2229)  0.30
H (-2.8545, 1.1903, -1.6046)  0.29
H (0.5995, -0.0642, -2.9295)  0.26
H (-0.4099, 0.1472, -4.4107)  0.37
H (-0.0552, -1.4219, -4.0575)  0.33
C (2.2935, -0.5624, 2.5211)  -0.73
S (0.7609, -0.9092, 3.3289)  0.56
O (1.1905, -0.8894, 4.8209)  -0.72
C (0.1050, 0.7479, 3.0750)  -0.89
H (3.2296, -1.2310, 2.5731)  0.31
H (2.5973, 0.4727, 2.9170)  0.24
H (2.2367, -0.3807, 1.3287)  0.25
H (0.8863, 1.3952, 3.5768)  0.30
H (-0.5967, 0.8421, 3.6699)  0.47
H (-0.0543, 0.8761, 1.9731)  0.16

lowest unoccupied orbital energy = 3.22 eV
total charge = -1
multiplicity = 1
frontier orbital gap = 6.199 eV

***

Record 3
C29H24CdGeN3O4S | the ωB97M-V functional and the def2-TZVPD basis

Each line ends with the Löwdin spin population.
CARTESIAN COORDINATES (ANGSTROEM)
Cd (-1.1160, -0.1522, -0.4082)  0.15
O (-0.9737, -0.5374, 1.8494)  0.02
C (-1.4823, -1.5460, 2.3435)  0.00
C (-1.8808, -2.7724, 1.6971)  0.00
C (-2.5800, -3.6675, 2.5268)  0.00
C (-3.0317, -4.8525, 2.0292)  0.00
C (-2.8136, -5.2101, 0.6896)  0.00
C (-2.1231, -4.3666, -0.1306)  0.00
C (-1.6106, -3.1195, 0.3340)  0.01
O (-0.9154, -2.3999, -0.4690)  0.10
N (-3.7591, -5.7725, 2.9140)  0.00
O (-3.9289, -5.4367, 4.0718)  0.00
O (-4.1839, -6.8032, 2.4251)  0.00
H (-1.6731, -1.5270, 3.4275)  0.00
H (-2.7681, -3.4197, 3.5635)  0.00
H (-3.1968, -6.1535, 0.3272)  0.00
H (-1.9386, -4.6188, -1.1657)  0.00
C (-4.8692, 4.5888, -2.3767)  0.00
C (-3.7854, 3.6560, -1.9265)  0.00
C (-2.4485, 4.0556, -1.8949)  0.00
C (-1.5324, 3.1098, -1.4999)  0.00
N (-1.9110, 1.8810, -1.1637)  0.04
C (-3.2343, 1.5584, -1.1983)  0.00
S (-3.6338, -0.0619, -0.7176)  0.00
N (-4.1726, 2.4315, -1.5833)  0.00
H (-4.5617, 5.6318, -2.3180)  0.00
H (-5.7627, 4.4314, -1.7763)  0.00
H (-5.1267, 4.3666, -3.4144)  0.00
H (-2.1453, 5.0563, -2.1653)  0.00
H (-0.4692, 3.3218, -1.4446)  0.00
C (1.4661, -1.4480, -2.8318)  0.07
Ge (1.4548, -0.5853, -1.1106)  0.34
C (2.4864, -1.5514, 0.2036)  0.05
C (1.9730, -2.4375, 1.1459)  0.00
C (2.8200, -3.0880, 2.0336)  0.00
C (4.1884, -2.8624, 1.9868)  0.00
C (4.7125, -1.9809, 1.0516)  0.00
C (3.8656, -1.3245, 0.1675)  0.01
C (2.0445, 1.2460, -1.2428)  0.07
C (2.4607, 1.7085, -2.4669)  0.04
C (2.9033, 3.0436, -2.6356)  0.00
C (2.8911, 3.9001, -1.5770)  0.02
C (2.4372, 3.4779, -0.2987)  0.00
C (2.3882, 4.3753, 0.7981)  0.00
C (1.9241, 3.9669, 2.0133)  0.00
C (1.4910, 2.6335, 2.1922)  0.00
C (1.5401, 1.7470, 1.1563)  0.01
C (2.0117, 2.1412, -0.1235)  0.02
H (2.5152, -1.5636, -3.1152)  0.01
H (0.9373, -0.8813, -3.5952)  0.00
H (1.0115, -2.4315, -2.7290)  0.00
H (0.9115, -2.6336, 1.1767)  0.00
H (2.4071, -3.7767, 2.7601)  0.00
H (4.8462, -3.3722, 2.6790)  0.00
H (5.7792, -1.7994, 1.0143)  0.00
H (4.2941, -0.6224, -0.5412)  0.00
H (2.4615, 1.0500, -3.3276)  0.00
H (3.2455, 3.3773, -3.6068)  0.00
H (3.2215, 4.9254, -1.6983)  0.00
H (2.7205, 5.3963, 0.6509)  0.00
H (1.8839, 4.6610, 2.8427)  0.00
H (1.1194, 2.3095, 3.1555)  0.00
H (1.2151, 0.7275, 1.3267)  0.01

lowest unoccupied orbital energy (spin up / spin down) = -0.19 / -2.23 eV
total charge = 0
multiplicity = 2
expectation value of S² = 0.754
frontier orbital gap (spin up / spin down) = 7.924 / 5.927 eV

***

Looking at energy for the records above, in order, we have -2618.13356; -1182.11911; -4227.49688 Ha.
Looking at energy above the lowest of the compared OMol25 structures with the same formula, charge and spin for the records above, in order, we have 0.0; 26.5; 0.0 kcal/mol.